# 1
C23H43AlAsCl2N2O3SSi2 | ωB97M-V with the def2-TZVPD basis set

LUMO in eV: -3.369
Net charge: +1
Gap between HOMO and LUMO in eV: 6.223
E in hartree: -5613.2572
Maximum force in eV Å⁻¹: 0.5
Energy above the lowest of the compared OMol25 structures with the same formula, charge and spin in kJ/mol: 13.8
HOMO level in eV: -9.59

Each line ends with the Mulliken charge.
CARTESIAN COORDINATES (ANGSTROEM)
Al1 -0.120 -0.692 0.513  -0.55
Cl1 4.188 -0.528 6.422  -0.20
C1 2.992 -0.465 5.175  0.09
C2 1.764 0.170 5.437  -0.54
C3 0.787 0.252 4.481  0.47
Cl2 -0.706 1.046 4.817  -0.20
C4 0.982 -0.297 3.185  -0.36
O1 0.063 -0.174 2.276  -0.31
C5 2.222 -0.937 2.958  0.73
C6 2.417 -1.605 1.716  0.29
O2 1.562 -1.685 0.801  0.00
C7 3.222 -1.017 3.949  -1.07
H1 1.588 0.604 6.412  0.47
H2 3.381 -2.103 1.546  0.36
H3 4.159 -1.514 3.735  0.51
O3 -1.293 -2.102 0.706  -0.14
S1 -1.032 -3.361 1.566  0.29
C8 -2.645 -4.160 1.601  -0.62
C9 -2.409 -5.595 1.143  -0.63
C10 -1.441 -5.498 -0.034  -0.75
C11 -0.316 -4.561 0.409  -0.25
H4 -3.226 -3.589 0.873  0.23
H5 -3.077 -4.047 2.591  0.44
H6 -3.355 -6.061 0.873  0.37
H7 -1.974 -6.187 1.950  0.30
H8 -1.943 -5.084 -0.909  0.31
H9 -1.039 -6.471 -0.311  0.40
H10 0.120 -3.955 -0.388  0.02
H11 0.482 -5.074 0.943  0.52
C12 -1.722 5.160 -0.504  -0.96
C13 -1.956 4.384 0.781  -0.95
N1 -2.178 2.956 0.537  0.85
C14 -3.554 2.562 0.235  -0.85
C15 -4.265 1.983 1.448  -1.16
C16 -1.196 2.049 0.574  0.69
C17 0.192 2.508 0.904  -1.60
N2 -1.378 0.785 0.312  -0.10
H12 -1.593 6.219 -0.289  0.43
H13 -2.565 5.054 -1.186  0.32
H14 -0.830 4.805 -1.023  0.15
H15 -2.844 4.753 1.298  0.45
H16 -1.131 4.508 1.478  0.42
H17 -3.559 1.872 -0.614  0.31
H18 -4.064 3.457 -0.122  0.57
H19 -3.729 1.122 1.849  0.21
H20 -5.273 1.668 1.182  0.44
H21 -4.340 2.727 2.240  0.33
H22 0.455 3.396 0.332  0.64
H23 0.919 1.737 0.653  -0.32
H24 0.278 2.740 1.965  0.26
H25 -2.326 0.543 0.048  0.44
C18 -1.770 1.835 -2.663  -0.62
Si1 -0.062 1.175 -3.075  0.41
C19 -0.068 0.802 -4.903  -1.12
C20 1.170 2.539 -2.708  -0.97
As1 0.357 -0.806 -1.920  -0.09
Si2 2.667 -1.008 -2.174  0.80
C21 3.661 0.202 -1.121  -0.92
C22 3.169 -0.755 -3.955  -1.22
C23 3.176 -2.763 -1.745  -1.00
H26 -2.056 2.563 -3.424  0.52
H27 -1.799 2.341 -1.695  -0.20
H28 -2.517 1.040 -2.667  0.32
H29 -0.260 1.714 -5.470  0.34
H30 -0.856 0.084 -5.135  0.30
H31 0.872 0.383 -5.247  0.29
H32 0.853 3.468 -3.188  0.39
H33 2.165 2.299 -3.081  0.34
H34 1.258 2.718 -1.635  0.13
H35 3.840 1.125 -1.673  0.39
H36 4.635 -0.213 -0.854  0.41
H37 3.144 0.481 -0.203  -0.01
H38 3.062 0.279 -4.277  0.29
H39 2.580 -1.383 -4.624  0.33
H40 4.219 -1.029 -4.076  0.37
H41 2.980 -3.025 -0.709  0.10
H42 4.244 -2.896 -1.934  0.38
H43 2.637 -3.469 -2.378  0.29

# 2
C23H43BCl2F4N3O4PtSi | ωB97M-V with the def2-TZVPD basis set

2S+1: 3
LUMO (alpha / beta) in eV: 2.503 / 2.152
Net charge: -1
Gap between HOMO and LUMO (alpha / beta) in eV: 5.225 / 7.304
E in hartree: -3121.2691
Maximum force in eV Å⁻¹: 3.3
HOMO level (alpha / beta) in eV: -2.72 / -5.15

Each line ends with the Löwdin spin population.
CARTESIAN COORDINATES (ANGSTROEM)
C1 3.267 -1.382 -3.157  0.00
C2 1.960 -0.925 -3.721  0.00
H1 3.614 -2.291 -3.660  0.00
H2 3.156 -1.593 -2.082  0.00
H3 4.069 -0.629 -3.266  0.00
C3 1.442 -1.323 -4.892  0.01
C4 2.078 -2.315 -5.797  0.00
H4 0.479 -0.925 -5.208  0.00
H5 2.849 -2.894 -5.281  0.00
H6 2.542 -1.855 -6.677  0.00
H7 1.322 -3.015 -6.165  0.00
Pt1 0.266 -0.528 0.091  1.39
Cl1 1.986 -1.899 0.518  0.16
C5 -1.312 1.835 -0.707  0.01
O1 -1.393 0.606 -0.402  0.07
N1 -2.408 2.531 -0.966  0.01
C6 -3.728 1.958 -0.755  0.00
C7 -2.360 3.912 -1.415  0.00
H8 -0.355 2.372 -0.803  0.00
H9 -3.654 1.021 -0.205  0.00
H10 -4.192 1.785 -1.732  0.00
H11 -4.328 2.691 -0.210  0.00
H12 -1.345 4.149 -1.742  0.00
H13 -2.652 4.584 -0.601  0.00
H14 -3.057 4.041 -2.248  0.00
H15 -1.680 1.571 4.708  0.00
H16 0.640 2.377 5.307  0.00
C8 -1.277 0.579 4.474  0.00
C9 1.004 1.370 5.066  0.00
N2 0.127 0.721 4.104  0.01
H17 -1.836 0.117 3.658  0.00
C10 0.566 0.393 2.894  0.01
O2 -0.207 -0.225 2.090  0.08
H18 2.012 1.416 4.644  0.00
H19 1.610 0.650 2.656  0.00
H20 -1.323 -0.037 5.376  0.00
H21 1.017 0.782 5.991  0.00
H22 0.689 -3.558 -2.159  0.00
H23 -1.019 -2.790 -4.048  0.00
C11 -0.170 -3.858 -1.541  0.00
C12 -1.696 -3.360 -3.393  0.00
N3 -1.357 -3.171 -2.001  0.00
H24 0.043 -3.615 -0.499  0.00
C13 -2.190 -2.489 -1.172  0.00
O3 -2.075 -2.430 0.060  0.00
H25 -2.729 -3.020 -3.568  0.00
H26 -2.999 -1.955 -1.714  0.00
H27 -0.292 -4.943 -1.674  0.00
H28 -1.607 -4.421 -3.664  0.00
O4 0.534 -0.907 -1.886  0.21
C14 1.136 -0.033 -2.796  0.02
C15 -1.216 0.402 -3.717  0.00
C16 0.087 0.846 -3.502  0.01
H29 -1.507 -0.561 -3.282  0.00
C17 -2.099 1.191 -4.455  0.00
H30 1.849 0.647 -2.289  0.00
C18 0.488 2.108 -3.942  0.00
H31 -3.116 0.823 -4.605  0.00
C19 -1.673 2.411 -4.984  0.00
C20 -0.381 2.884 -4.711  0.00
H32 1.498 2.438 -3.673  0.00
H33 -2.356 2.997 -5.601  0.00
H34 -0.057 3.854 -5.089  0.00
Si1 4.320 -3.611 2.997  0.00
Cl2 4.415 -3.800 0.901  0.01
C21 2.956 -4.805 3.506  0.00
C22 4.215 -1.762 3.310  0.00
C23 5.861 -4.303 3.829  0.00
H35 2.104 -4.788 2.815  0.00
H36 2.604 -4.579 4.520  0.00
H37 3.370 -5.825 3.516  0.00
H38 5.933 -5.393 3.708  0.00
H39 5.777 -4.084 4.904  0.00
H40 6.785 -3.848 3.452  0.00
H41 3.455 -1.258 2.702  0.00
H42 5.187 -1.315 3.057  0.00
H43 4.028 -1.547 4.368  0.00
F1 -0.655 3.059 1.477  0.00
B1 -1.900 3.290 2.173  0.00
F2 -2.554 4.423 1.621  0.00
F3 -2.745 2.155 2.053  0.00
F4 -1.585 3.524 3.539  0.00

# 3
C23H43Cl2MnN4O7Si | ωB97M-V with the def2-TZVPD basis set

2S+1: 6
LUMO (alpha / beta) in eV: 2.284 / 2.283
Net charge: -1
Gap between HOMO and LUMO (alpha / beta) in eV: 6.217 / 6.220
E in hartree: -4008.8263
Maximum force in eV Å⁻¹: 2.4
Energy above the lowest of the compared OMol25 structures with the same formula, charge and spin in kJ/mol: 0.0
HOMO level (alpha / beta) in eV: -3.93 / -3.94

Each line ends with the Löwdin spin population.
CARTESIAN COORDINATES (ANGSTROEM)
C1 3.437 -2.435 -2.583  0.00
C2 2.852 -1.662 -3.720  0.00
H1 3.233 -3.505 -2.727  0.00
H2 3.001 -2.129 -1.620  0.00
H3 4.531 -2.294 -2.531  0.00
C3 2.830 -2.166 -4.973  0.00
C4 3.318 -3.521 -5.359  0.00
H4 2.464 -1.575 -5.813  0.00
H5 2.913 -4.321 -4.726  0.00
H6 4.415 -3.604 -5.340  0.00
H7 2.980 -3.729 -6.382  0.00
Mn1 0.227 0.530 2.300  4.70
Cl1 1.988 1.786 1.547  0.07
C5 -0.945 3.089 1.494  0.01
O1 -1.370 1.926 1.716  0.04
N1 -1.638 4.011 0.822  0.00
C6 -2.994 3.711 0.363  0.00
C7 -0.970 5.216 0.334  0.00
H8 0.052 3.401 1.854  0.00
H9 -3.582 3.306 1.195  0.00
H10 -2.998 2.979 -0.461  0.00
H11 -3.443 4.648 0.019  0.00
H12 -0.228 5.510 1.086  0.00
H13 -1.710 6.012 0.201  0.00
H14 -0.448 5.034 -0.622  0.00
H15 -3.095 1.430 5.499  0.00
H16 -1.120 2.126 8.196  0.00
C8 -2.637 0.598 6.051  0.00
C9 -1.019 1.076 7.887  0.00
N2 -1.281 0.930 6.462  0.00
H17 -2.648 -0.294 5.412  0.00
C10 -0.308 1.091 5.555  0.01
O2 -0.481 0.923 4.329  0.04
H18 0.003 0.751 8.105  0.00
H19 0.668 1.378 5.997  0.00
H20 -3.206 0.403 6.964  0.00
H21 -1.741 0.472 8.444  0.00
H22 0.676 -4.512 3.154  0.00
H23 -0.947 -3.834 0.545  0.00
C11 -0.406 -4.454 3.346  0.00
C12 -1.689 -3.640 1.342  0.00
N3 -1.017 -3.358 2.611  0.01
H24 -0.572 -4.281 4.417  0.00
C13 -0.788 -2.108 3.013  0.01
O3 -1.116 -1.081 2.361  0.03
H25 -2.320 -2.780 1.091  0.00
H26 -0.309 -2.040 4.006  0.00
H27 -0.868 -5.394 3.039  0.00
H28 -2.298 -4.540 1.472  0.00
O4 1.394 -0.401 -2.279  0.00
C14 2.321 -0.271 -3.369  0.00
C15 0.706 -0.037 -5.302  0.00
C16 1.750 0.497 -4.545  0.00
H29 0.389 -1.061 -5.099  0.00
C17 0.087 0.735 -6.293  0.00
H30 3.198 0.274 -2.978  0.00
C18 2.253 1.768 -4.844  0.00
H31 -0.769 0.319 -6.828  0.00
C19 0.585 2.005 -6.588  0.00
C20 1.674 2.516 -5.871  0.00
H32 3.112 2.136 -4.276  0.00
H33 0.109 2.598 -7.376  0.00
H34 2.083 3.499 -6.117  0.00
Si1 -0.147 0.225 -2.020  0.00
Cl2 1.322 -2.313 0.095  0.01
C21 -1.464 -0.486 -3.149  0.00
C22 0.024 2.097 -2.058  0.00
C23 -0.866 -0.280 -0.390  0.02
H35 -1.531 -0.021 -4.139  0.00
H36 -2.437 -0.358 -2.648  0.00
H37 -1.292 -1.565 -3.273  0.00
H38 -1.210 -1.319 -0.395  0.00
H39 -1.670 0.375 -0.034  0.00
H40 0.019 -0.189 0.271  0.01
H41 0.479 2.460 -2.989  0.00
H42 0.675 2.413 -1.228  0.00
H43 -0.946 2.604 -1.949  0.00
O5 0.704 -1.559 5.813  0.00
N4 -0.230 -1.762 6.614  0.00
O6 -1.208 -2.488 6.346  0.00
O7 1.491 -1.492 1.528  0.04